This record from the OMol25 dataset describes C6H10N2 in the gas phase. The level of theory is wB97M-V/def2-TZVPD.

Last column: Mulliken charge in e.
CARTESIAN COORDINATES (ANGSTROEM)
H (-1.88902, -2.17077, 1.39916)  0.251
N (-1.58689, -2.48831, 0.42653)  -0.733
C (-0.93990, -1.40603, 0.08827)  0.131
C (-0.53179, -0.04934, 0.76840)  -0.189
C (0.03121, 0.77493, -0.29573)  0.194
C (0.64528, 2.18656, -0.06950)  -0.391
C (1.68849, 1.98658, 0.96937)  -0.938
C (0.28073, -0.06231, -1.28787)  -0.841
N (-0.10256, -1.41298, -1.05285)  -0.217
H (0.17776, -0.36482, 1.57944)  0.266
H (-1.45885, 0.41556, 1.24439)  0.290
H (-0.18963, 2.83237, 0.32877)  0.282
H (1.09316, 2.57736, -1.05619)  0.273
H (1.61223, 1.31399, 1.94558)  0.259
H (1.95353, 3.00262, 1.38326)  0.317
H (2.63889, 1.48045, 0.42483)  0.215
H (0.65578, 0.03087, -2.23699)  0.502
H (0.18819, -2.39093, -1.66570)  0.330

Its SMILES is [H]/N=C1\CC(CC)=CN1. For the energy above the lowest of the compared OMol25 structures with the same formula, charge and spin, the calculation gives 250.00 kJ/mol. As for the total energy: -344.04150 a.u.


This record from the OMol25 dataset describes C6H10N2 in the gas phase. The level of theory is wB97M-V/def2-TZVPD.

Last column: Mulliken charge in e.
CARTESIAN COORDINATES (ANGSTROEM)
C (-2.17800, 0.43022, 0.08927)  -0.452
N (-1.63116, -0.96055, 0.17246)  -0.587
C (-0.35234, -0.58993, -0.37170)  -0.112
C (-0.56412, 0.81860, 0.24510)  -0.276
C (0.69807, 1.58399, -0.17607)  -0.791
C (1.65008, 0.46180, -0.17661)  -0.334
N (1.44482, -0.75049, 0.84316)  -0.471
C (1.02636, -1.05566, -0.48006)  -0.294
H (-2.45109, 1.01799, -0.87537)  0.255
H (-2.99759, 0.77446, 0.90902)  0.282
H (-2.07645, -1.70580, -0.49077)  0.286
H (-0.54774, -0.41979, -1.41015)  0.420
H (-0.36430, 0.60252, 1.29806)  0.262
H (0.64957, 1.85766, -1.16890)  0.336
H (1.12549, 2.34882, 0.51179)  0.334
H (2.66389, 0.53702, -0.43344)  0.528
H (2.30414, -1.10751, 1.00916)  0.211
H (1.31809, -1.82232, -1.23841)  0.404

Its SMILES is C1N[C@H]2[C@H]1C[C@H]1N[C@@H]21. For the energy above the lowest of the compared OMol25 structures with the same formula, charge and spin, the calculation gives 566.66 kJ/mol. As for the total energy: -343.92088 a.u.


This record from the OMol25 dataset describes a molecular structure, C6H10N2O. The level of theory is wB97M-V/def2-TZVPD.

Last column: Mulliken charge in e.
CARTESIAN COORDINATES (ANGSTROEM)
C (-0.47669, -0.65053, 0.02086)  0.439
C (0.81253, -1.55108, -0.11788)  -1.026
C (1.82707, -0.47701, -0.52950)  -0.256
C (1.26932, 0.87021, -0.39490)  0.143
C (-0.19828, 0.84983, -0.04193)  0.213
C (-0.30794, 0.13177, 1.28055)  -0.912
H (-1.82570, -1.82264, -1.26731)  0.285
H (-2.72627, -0.35142, -0.01981)  0.292
H (0.96464, -2.03449, 0.79461)  0.381
H (0.78151, -2.21715, -0.95676)  0.428
H (2.69987, -0.85693, -1.14365)  0.405
H (1.57333, 1.80940, -0.96905)  0.398
H (-2.29338, 1.78856, -0.34657)  0.265
H (-0.86164, 3.09570, -0.01656)  0.304
H (0.52840, -0.09707, 1.89567)  0.230
H (-1.15230, 0.43381, 2.01185)  0.208
N (-1.87309, -1.34137, -0.16609)  -0.654
N (-1.07336, 1.92725, -0.49722)  -0.682
O (2.33198, 0.49317, 0.46372)  -0.461

For the energy above the lowest of the compared OMol25 structures with the same formula, charge and spin, the calculation gives 679.58 kJ/mol. As for the total energy: -419.12766 a.u.


This record from the OMol25 dataset describes C6H10N2O in the gas phase. The level of theory is wB97M-V/def2-TZVPD.

Last column: Mulliken charge in e.
CARTESIAN COORDINATES (ANGSTROEM)
C (-2.30842, -0.48790, -0.91561)  -0.692
O (-1.87354, 0.43658, 0.08567)  -0.348
C (-0.99165, -0.07502, 1.05365)  -0.762
C (0.37332, -0.17488, 0.54410)  0.733
C (1.18745, -1.29071, 0.37075)  -0.430
C (2.38542, -0.90848, -0.26859)  -0.696
C (2.25827, 0.44479, -0.46164)  -0.273
N (1.08150, 0.80759, 0.07775)  0.249
N (0.56262, 2.12142, -0.01118)  -0.932
H (-1.52603, -1.11699, -1.33293)  0.339
H (-2.73890, 0.07751, -1.75743)  0.252
H (-3.07432, -1.14211, -0.44566)  0.249
H (-1.35698, -1.07105, 1.34763)  0.310
H (-1.11104, 0.52069, 1.95179)  0.310
H (0.87857, -2.26818, 0.77989)  0.345
H (3.23895, -1.56413, -0.51960)  0.365
H (2.86418, 1.19257, -1.01504)  0.361
H (0.54349, 2.47847, 0.94669)  0.270
H (-0.39288, 2.01984, -0.43024)  0.351

Its SMILES is COCc1cccn1N. For the energy above the lowest of the compared OMol25 structures with the same formula, charge and spin, the calculation gives 214.24 kJ/mol. As for the total energy: -419.30490 a.u.


This record from the OMol25 dataset describes C6H10N2O in the gas phase. The level of theory is wB97M-V/def2-TZVPD.

Last column: Mulliken charge in e.
CARTESIAN COORDINATES (ANGSTROEM)
C (3.15989, -0.11495, 0.18020)  -0.429
N (2.05006, 0.29557, -0.25611)  -0.406
C (0.86784, -0.40069, -0.10458)  0.196
N (0.94779, -1.76843, 0.08819)  -0.549
C (-0.29071, 0.32463, -0.11137)  0.702
C (-0.20532, 1.82425, -0.16073)  -1.609
C (-1.62162, -0.25080, -0.01859)  1.005
C (-2.72536, 0.45941, 0.24719)  -1.278
O (-1.72728, -1.60617, -0.25420)  -0.578
H (3.30872, -1.01113, 0.78724)  0.315
H (4.03433, 0.48223, -0.03468)  0.273
H (1.72029, -2.21952, -0.37906)  0.228
H (0.06926, -2.25283, -0.01237)  0.228
H (-0.92351, 2.22385, -0.87339)  0.390
H (-0.41199, 2.25863, 0.81726)  0.301
H (0.79862, 2.11250, -0.45670)  0.393
H (-3.69449, -0.01247, 0.27940)  0.220
H (-2.69904, 1.50968, 0.45033)  0.285
H (-2.65748, -1.85380, -0.18800)  0.313

Its SMILES is C=N/C(N)=C(\C)C(=C)O. For the energy above the lowest of the compared OMol25 structures with the same formula, charge and spin, the calculation gives 163.75 kJ/mol. As for the total energy: -419.32413 a.u.


This record from the OMol25 dataset describes 2 unconnected molecules or ions with the total composition C6H10N2O2. The level of theory is wB97M-V/def2-TZVPD.

Last column: Mulliken charge in e.
CARTESIAN COORDINATES (ANGSTROEM)
C (0.65547, -0.35856, 0.68537)  -0.327
C (2.15973, -1.81543, 1.27887)  0.876
C (0.07014, 0.78498, 1.47186)  -0.477
C (-0.92018, 1.47545, 0.54432)  -0.727
C (-1.24157, 0.46556, -0.57769)  0.117
C (-1.01749, 1.08520, -1.95093)  -1.321
N (-0.18716, -0.48903, -0.29223)  0.260
N (1.90762, -2.64984, 0.44999)  -0.607
O (-0.18872, -1.64642, -1.16415)  -0.444
O (2.65216, -1.22088, 2.19900)  -0.506
H (-0.32726, 0.18037, 2.19674)  0.303
H (0.73232, 1.52109, 1.78893)  0.358
H (-1.80094, 1.82555, 1.02802)  0.342
H (-0.41203, 2.44945, 0.25818)  0.274
H (-2.27724, 0.08497, -0.46657)  0.275
H (-1.73262, 1.98101, -2.05901)  0.325
H (-1.17111, 0.49604, -2.80872)  0.405
H (0.09834, 1.45861, -2.18387)  0.277
H (0.54471, -2.20223, -0.93901)  0.406
H (2.45582, -3.42589, 0.54090)  0.194

For the energy above the lowest of the compared OMol25 structures with the same formula, charge and spin, the calculation gives 462.94 kJ/mol. As for the total energy: -494.46740 a.u.


This record from the OMol25 dataset describes C6H10N2O2 in the gas phase. The level of theory is wB97M-V/def2-TZVPD.

Last column: Mulliken charge in e.
CARTESIAN COORDINATES (ANGSTROEM)
H (2.36948, -1.11436, -0.33890)  0.392
N (1.59106, -0.53870, -1.04742)  -0.744
C (0.87973, -0.06931, -0.13485)  0.359
O (1.61940, -0.66260, 1.15014)  -0.596
C (-0.47080, 0.54313, -0.01244)  -0.684
C (-1.58825, -0.35163, -0.51225)  0.241
N (-1.78739, -1.61414, 0.23226)  -0.518
C (-3.25866, -1.44851, 0.22257)  -0.460
C (-3.03474, 0.00335, -0.17446)  0.593
C (-3.62331, 1.22994, 0.34624)  -0.496
O (-3.88674, 0.76709, -0.98406)  -0.534
H (1.25976, -0.15515, 1.89386)  0.270
H (-0.64293, 0.79879, 1.04488)  0.342
H (-0.46281, 1.48244, -0.58883)  0.299
H (-1.49006, -0.50821, -1.59909)  0.207
H (-1.44054, -2.44077, -0.24234)  0.285
H (-3.76957, -2.01024, -0.57505)  0.277
H (-3.75360, -1.63869, 1.18464)  0.276
H (-4.47031, 1.16355, 1.03474)  0.255
H (-3.02218, 2.14140, 0.40918)  0.236

Its SMILES is [H]/N=C(\O)C[C@H]1NC[C@@]12CO2. For the energy above the lowest of the compared OMol25 structures with the same formula, charge and spin, the calculation gives 435.18 kJ/mol. As for the total energy: -494.47798 a.u.


This record from the OMol25 dataset describes 2 unconnected molecules or ions with the total composition C6H10N2O2. The level of theory is wB97M-V/def2-TZVPD.

Last column: Mulliken charge in e.
CARTESIAN COORDINATES (ANGSTROEM)
C (-1.33638, -2.05204, 0.32053)  -1.445
C (-0.62506, -1.16262, -0.67690)  0.117
C (-1.31589, 0.18840, -1.10969)  -0.515
O (-2.52915, 0.53593, -0.51443)  -0.575
C (-0.08588, 0.95323, -0.62366)  -0.159
N (0.04758, 0.64196, 0.78996)  -0.564
C (0.56689, -0.32214, -0.18631)  0.610
C (1.96100, -0.67310, -0.24246)  0.030
N (3.09220, -0.88316, -0.39625)  -0.514
H (-1.57616, -1.50662, 1.24333)  0.325
H (-2.27669, -2.42247, -0.11128)  0.356
H (-0.71403, -2.91836, 0.58245)  0.382
H (-0.34355, -1.72541, -1.57619)  0.440
H (-1.45402, 0.24264, -2.19511)  0.435
H (-2.38138, 0.62824, 0.43449)  0.396
H (0.37808, 1.84260, -1.05017)  0.424
H (0.79762, 1.21967, 1.18364)  0.295
O (2.24739, 2.52157, 1.54145)  -0.707
H (2.99236, 2.03622, 1.90895)  0.336
H (2.55506, 2.85546, 0.67764)  0.334

Its SMILES is C[C@H]1[C@@H](O)[C@H]2N[C@]21C#N.O. For the energy above the lowest of the compared OMol25 structures with the same formula, charge and spin, the calculation gives 251.63 kJ/mol. As for the total energy: -494.54789 a.u.


This record from the OMol25 dataset describes 2 unconnected molecules or ions with the total composition C6H10N2O2S. The level of theory is wB97M-V/def2-TZVPD.

Last column: Mulliken charge in e.
CARTESIAN COORDINATES (ANGSTROEM)
C (-1.27405, -1.70364, -0.73081)  -0.785
C (-0.04474, -1.18559, -0.63872)  0.600
C (-2.26177, -0.61798, -0.58140)  0.386
C (1.27131, -1.84066, -0.62325)  -1.324
C (0.35049, 1.07293, 2.23791)  -0.669
C (0.79948, 1.24882, -0.50056)  -0.155
N (-1.49093, 0.49017, -0.31441)  -0.158
N (-0.15225, 0.24988, -0.52909)  0.235
O (-3.45341, -0.61376, -0.68383)  -0.662
O (1.73766, 1.50452, -1.46460)  -0.370
S (1.72992, 1.06754, 1.05977)  -0.073
H (-1.53327, -2.71953, -0.78143)  0.458
H (1.99135, -1.32691, -1.25057)  0.320
H (1.19084, -2.93363, -0.78253)  0.313
H (1.67742, -1.56613, 0.32290)  0.372
H (-0.14671, 2.07370, 2.14344)  0.244
H (0.73208, 0.85978, 3.27241)  0.336
H (-0.42748, 0.41099, 1.94921)  0.233
H (-0.21523, 2.62763, 0.07569)  0.076
H (-1.73895, 1.38472, 0.11116)  0.254
H (1.25825, 1.51716, -2.29129)  0.369

For the energy above the lowest of the compared OMol25 structures with the same formula, charge and spin, the calculation gives 535.34 kJ/mol. As for the total energy: -892.65060 a.u.


This record from the OMol25 dataset describes C6H10N2O3S in the gas phase. The level of theory is wB97M-V/def2-TZVPD.

Last column: Mulliken charge in e.
CARTESIAN COORDINATES (ANGSTROEM)
C (1.36491, -0.12941, -1.68898)  -1.612
C (0.49533, -0.01790, -0.43058)  1.463
C (0.71768, -1.34119, 0.43829)  -1.353
C (-0.45623, -1.34032, 1.35180)  -0.706
S (-1.78728, -0.91476, 0.18309)  1.160
O (-2.86790, -0.16703, 0.81364)  -0.674
O (-2.20777, -2.00380, -0.62219)  -0.640
N (-0.93131, 0.16928, -0.75358)  -0.269
C (-1.33349, 1.65044, -0.36875)  0.371
O (-2.32255, 2.13865, -0.75587)  -0.483
N (-0.24048, 2.10255, 0.32671)  -0.093
C (0.88917, 1.19651, 0.43502)  -1.032
H (1.32914, 0.85775, -2.23214)  0.375
H (0.95673, -0.97470, -2.39873)  0.343
H (2.42342, -0.45292, -1.38266)  0.319
H (1.58471, -1.41403, 1.07748)  0.398
H (0.64593, -2.10908, -0.12783)  0.656
H (-0.64050, -2.33105, 1.73354)  0.540
H (-0.46320, -0.66094, 2.19135)  0.327
H (-0.20732, 3.12876, 0.61043)  0.277
H (1.15997, 1.06911, 1.51929)  0.280
H (1.89104, 1.54408, 0.08067)  0.355

Its SMILES is C[C@]12CCS(=O)(=O)N1C(=O)NC2. For the energy above the lowest of the compared OMol25 structures with the same formula, charge and spin, the calculation gives 44.49 kJ/mol. As for the total energy: -968.00952 a.u.